Entry 1:
Computed, not measured: 15 unconnected molecules or ions with the total composition C8H46O19 in a non-equilibrium geometry, with the ωB97M-V functional and the def2-TZVPD basis.

The geometry in XYZ format:
```
73
Properties=species:S:1:pos:R:3:forces:R:3
O 8.6154 12.9208 10.7837 -0.530 -0.221 -0.149
H 8.0902 12.7399 9.9816 0.201 0.268 0.496
H 7.9641 12.8025 11.5334 0.453 0.173 -0.686
O 6.7630 5.7364 10.7174 -0.708 0.061 0.004
H 5.8702 5.5351 11.0229 -0.161 0.288 -0.216
H 7.2781 5.1259 11.2935 0.629 -0.184 -0.026
O 5.7746 10.8288 8.2741 -0.355 -0.879 0.139
H 5.8897 9.8456 8.3871 0.076 0.881 -0.151
H 4.9977 10.9231 7.7056 0.247 0.003 0.012
O 6.7135 8.2648 8.8360 -0.684 -0.536 0.098
H 7.6634 8.4187 8.7854 0.447 0.183 -0.107
H 6.5943 7.2994 8.8580 0.085 0.394 -0.019
O 9.9376 10.5720 10.2328 -0.190 0.855 0.754
H 9.8966 10.5466 9.2832 0.160 0.011 -0.687
H 9.5959 11.4755 10.4564 0.206 -0.587 0.204
O 6.6056 12.5747 12.4651 -0.013 0.505 0.729
H 6.2380 13.3035 12.9872 0.161 -0.267 -0.238
H 5.9249 12.3401 11.8098 -0.465 -0.312 -0.138
O 9.1755 10.1058 14.9849 -0.149 -1.671 0.214
H 9.4604 9.6040 15.7819 0.074 0.772 -0.608
H 9.2468 11.0255 15.1870 0.183 0.855 0.298
O 4.9032 7.2313 14.1696 0.143 -0.887 0.223
H 5.2917 7.6736 13.4189 0.382 0.390 -0.810
H 4.3826 7.9035 14.5826 -0.559 0.568 0.449
O 8.3425 4.1681 12.1133 1.266 0.262 -1.490
H 8.2686 4.2340 13.0489 -0.179 0.274 1.477
H 9.2196 4.6026 11.9364 -0.730 -0.408 0.188
O 4.7052 11.5107 10.8307 0.192 -0.950 -0.914
H 5.0226 11.3528 9.9027 -0.057 0.504 0.483
H 4.6165 10.5759 11.1004 0.038 0.416 0.417
O 10.9137 6.0159 11.7991 -0.292 -0.510 -0.558
H 10.2934 6.6154 11.3563 -0.147 0.002 -0.025
H 11.2158 6.5663 12.5183 0.160 0.298 0.573
C 10.1181 7.6520 6.5176 -0.585 -0.108 -1.311
C 9.7064 7.4153 7.9460 -0.016 0.745 -0.327
O 9.6206 8.7288 8.4984 -0.700 -0.172 1.035
O 11.3740 8.2975 6.3918 0.177 0.190 0.734
H 9.3457 8.3215 6.0392 0.421 -0.763 0.372
H 10.1518 6.6786 5.9423 0.093 1.073 0.609
H 10.4295 6.8401 8.4763 0.735 -0.527 0.428
H 8.7592 6.8756 7.9816 -0.175 -0.002 -0.047
H 9.5393 8.7357 9.4919 0.256 -0.447 -0.964
H 11.4339 8.9883 7.0890 -0.231 -0.667 -0.622
C 7.7903 6.5275 15.5462 -0.460 0.792 -0.652
C 8.2444 6.1749 16.9278 -0.636 -0.092 -0.067
O 9.6199 6.3488 17.0171 1.770 -0.210 0.483
O 8.5866 5.8389 14.5755 -1.285 -0.555 0.494
H 7.8576 7.6248 15.3627 0.110 -0.535 0.208
H 6.7245 6.3023 15.4221 0.257 -0.178 -0.125
H 7.9487 5.1510 17.1479 0.038 -0.152 0.128
H 7.8144 6.8367 17.6640 -0.641 0.155 0.235
H 10.0405 5.4955 17.1763 -0.011 0.314 -0.165
H 9.1999 6.4803 14.2587 1.120 0.475 -0.518
C 12.4389 8.1342 15.8670 -2.106 1.233 0.707
C 12.2778 8.5270 14.4223 -0.359 -1.504 -1.220
O 11.0106 8.0550 13.7983 1.583 0.415 1.158
O 11.3083 8.8229 16.5553 0.479 -1.047 0.208
H 13.3520 8.5360 16.3160 0.015 -0.140 -0.284
H 12.3795 7.0562 16.0171 -0.060 0.042 -0.045
H 13.0497 8.0032 13.8494 0.029 0.261 -0.080
H 12.3860 9.5926 14.2718 -0.104 0.256 0.059
H 10.3352 8.6725 14.0969 -0.214 0.333 0.030
H 10.7486 8.1611 17.0100 0.547 0.062 -0.355
C 7.1697 9.4447 11.8135 -2.433 0.713 -0.507
C 8.3256 8.6275 12.1305 1.055 -2.134 0.179
O 8.7032 7.6511 11.1007 -1.315 0.761 0.063
O 5.8536 8.7007 11.7828 1.799 0.738 0.455
H 7.2557 9.8526 10.8234 0.246 0.434 -0.476
H 7.0474 10.2755 12.5075 0.013 -0.243 0.124
H 8.0953 8.0304 13.0053 0.015 -0.028 0.543
H 9.1982 9.2254 12.3248 0.216 0.324 -0.094
H 7.8659 7.1391 10.9339 0.985 0.046 0.088
H 6.0269 8.1330 11.0298 -0.513 -0.410 -0.421
```
Positions in Å, forces in eV/Å.

Summary:
LUMO level: 0.257 eV



Entry 2:
Computed, not measured: a molecular structure, C8H4F5IrN2O3Se3Te2, with the ωB97M-V functional and the def2-TZVPD basis.

The geometry in XYZ format:
```
28
Properties=species:S:1:pos:R:3:forces:R:3
Ir 0.6359 0.0175 0.6910 0.047 -0.109 0.084
Se 1.8923 -0.5225 2.6865 0.087 -0.005 0.007
Te 2.5714 1.5528 3.8091 -0.031 0.012 0.018
Te 1.3718 3.4346 2.3165 0.030 0.018 0.065
Se -0.5630 2.0926 1.5604 -0.034 0.032 0.023
N -1.0628 -1.1392 1.2864 -0.015 0.006 0.022
C -1.7248 -1.6851 0.0769 0.001 -0.058 0.105
C -1.4927 -0.7424 -1.0756 -0.113 0.033 -0.436
O -2.3368 -0.8408 -2.0472 -0.036 0.151 0.277
O -0.5416 0.0452 -1.0636 -0.064 -0.031 -0.160
H -0.8314 -1.8950 1.9242 0.041 0.000 0.019
H -1.6964 -0.5255 1.7966 -0.023 -0.014 0.018
H -2.7881 -1.8631 0.2214 -0.022 0.029 -0.005
H -1.2572 -2.6345 -0.1902 0.012 0.000 0.013
O 2.5813 1.0900 -1.1404 -0.133 0.049 0.118
N 2.1325 0.9154 -0.0940 0.104 -0.064 -0.109
F -3.7951 5.0611 -1.2630 -0.026 -0.006 0.025
C -3.2107 3.8547 -1.2228 0.046 0.005 0.140
C -3.9368 2.6672 -0.7066 -0.020 0.160 -0.174
F -3.5267 1.8106 0.2119 0.013 -0.137 0.114
C -3.6087 2.6668 -2.1389 -0.131 -0.152 0.008
F -4.5826 2.7625 -3.0607 0.046 0.028 0.020
C -2.3303 2.0172 -2.5524 -0.244 -0.146 -0.030
Se -2.3030 0.4255 -3.5028 0.316 0.052 0.068
C -1.2806 2.7414 -1.9958 0.211 0.132 -0.135
F 0.0005 2.4828 -2.1352 -0.098 -0.056 0.020
C -1.7379 3.8046 -1.2337 0.070 0.016 -0.030
F -0.9834 4.6516 -0.5892 -0.031 0.056 -0.084
```
Positions in Å, forces in eV/Å.

Summary:
2S+1: 6
LUMO level (spin up / spin down): -3.937 / -5.570 eV
Charge: +1



Entry 3:
Computed, not measured: 2 unconnected molecules or ions with the total composition C8H4O3S2 in a non-equilibrium geometry, with the ωB97M-V functional and the def2-TZVPD basis.

The geometry in XYZ format:
```
17
Properties=species:S:1:pos:R:3:forces:R:3
C -1.8200 0.0698 -1.1706 0.021 0.210 -1.829
C -2.3768 0.0956 0.0860 -0.558 -0.953 2.115
C -0.4386 -0.1813 -1.3275 -0.475 -1.296 1.239
C -1.6138 -0.2632 1.2724 -0.965 -0.147 -0.442
C 0.2457 -0.5904 -0.1866 0.431 0.051 0.712
C -0.2995 -0.6365 1.1628 0.597 1.532 -3.256
C 1.6964 -0.9088 -0.1148 0.834 -0.230 -0.822
C 0.7087 -0.6780 2.1970 -0.445 -0.912 1.379
O 2.5782 -0.7008 -0.9326 -1.188 -0.713 0.367
O 1.3612 2.0432 -0.8887 -2.066 0.641 -0.516
O 3.0289 1.4957 0.7860 0.078 0.252 0.204
S 2.1318 -1.2753 1.6338 -0.081 0.139 -0.413
S 2.6920 1.7113 -0.5871 2.405 0.358 0.238
H -2.3929 0.1925 -2.1608 0.567 0.137 2.009
H -3.4600 0.2612 0.2656 0.885 0.033 -0.455
H -0.0176 -0.2479 -2.3194 0.313 0.266 0.073
H -2.0236 -0.3871 2.2844 -0.352 0.629 -0.604
```
Positions in Å, forces in eV/Å.

Summary:
LUMO level (spin up / spin down): -1.697 / -1.698 eV



Entry 4:
Computed, not measured: a molecular structure, C8H5AuCl2NO3STm in a non-equilibrium geometry, with the ωB97M-V functional and the def2-TZVPD basis.

The geometry in XYZ format:
```
22
Properties=species:S:1:pos:R:3:forces:R:3
Au -0.1373 -0.6238 -4.5974 -1.483 0.152 1.982
Tm -0.4359 0.3106 0.5952 -4.166 6.191 -6.223
Cl -1.3611 -0.6774 -2.6792 0.519 0.188 0.420
Cl -2.2801 1.9491 0.7029 1.408 -1.468 0.051
C 1.5434 1.0341 -0.8077 4.851 2.190 -2.421
C 0.5693 -1.6612 -6.0972 2.283 -9.583 -4.275
C 0.5344 0.2798 -6.2072 1.679 8.737 -4.637
O 2.4986 1.4343 -1.3190 -4.467 -1.893 2.246
O 0.9154 -2.4963 -6.8335 -1.563 4.746 3.186
O 0.8457 1.0398 -7.0269 -1.231 -4.134 3.280
S -0.4527 -2.2868 0.8009 -0.047 -1.992 -0.004
C -0.2173 -1.2256 2.1402 0.343 0.154 2.995
N -1.3578 -0.7450 2.7830 1.739 -0.584 0.916
C -1.3142 0.2864 3.7022 -0.610 -0.741 -0.891
C -0.2035 1.0944 3.7570 1.154 0.733 -0.153
C 0.9210 0.8147 2.9437 -0.158 -0.778 1.085
C 0.9378 -0.3715 2.1809 0.459 -1.876 1.990
H -2.1863 -1.3355 2.7430 -0.503 0.003 0.171
H -2.2283 0.4470 4.2663 -0.054 0.061 0.083
H -0.1926 1.9695 4.4156 -0.086 -0.246 -0.120
H 1.8119 1.4474 2.9714 -0.205 0.029 -0.034
H 1.7897 -0.6841 1.5657 0.138 0.111 0.355
```
Positions in Å, forces in eV/Å.

Summary:
2S+1: 5
LUMO level (spin up / spin down): -16.773 / -18.857 eV
Charge: +4



Computed M (g/mol) in order:
446.4; 955.4; 212.3; 632.0